# C13H29N5RuS2

A structure of composition C13H29N5RuS2 (ωB97M-V/def2-TZVPD, the OMol25 dataset).

Each line ends with the Löwdin charge.
CARTESIAN COORDINATES (ANGSTROEM)
Ru  -0.32  0.33  0.25  1.0889
C  2.96  1.30  1.15  -0.1294
C  1.99  2.38  0.63  -0.1478
N  0.54  2.10  0.88  -0.1402
C  -0.31  3.25  0.41  -0.1353
C  -1.78  2.87  0.45  -0.1288
N  -2.01  1.52  -0.14  -0.1908
C  -2.39  1.48  -1.58  -0.1705
C  -1.38  2.04  -2.57  -0.1303
C  0.07  1.54  -2.48  -0.1428
N  0.31  0.30  -1.67  -0.1411
C  1.77  -0.07  -1.74  -0.1322
C  2.08  -1.12  -0.70  -0.1481
N  1.49  -0.73  0.62  -0.1878
C  2.39  -0.04  1.58  -0.1692
H  3.47  1.69  2.03  0.1377
H  3.74  1.17  0.40  0.1283
H  2.08  2.51  -0.45  0.1005
H  2.23  3.35  1.07  0.1471
H  0.42  2.04  1.89  0.1566
H  0.01  3.51  -0.60  0.1115
H  -0.13  4.12  1.04  0.1541
H  -2.38  3.63  -0.06  0.1498
H  -2.13  2.83  1.49  0.1407
H  -2.81  1.12  0.35  0.1048
H  -3.33  2.02  -1.72  0.1464
H  -2.60  0.43  -1.80  0.1264
H  -1.36  3.13  -2.51  0.1288
H  -1.78  1.81  -3.55  0.1384
H  0.72  2.30  -2.04  0.0959
H  0.47  1.35  -3.48  0.1492
H  -0.23  -0.45  -2.10  0.1567
H  2.34  0.84  -1.58  0.1121
H  2.00  -0.43  -2.75  0.1556
H  3.16  -1.26  -0.61  0.1507
H  1.64  -2.07  -0.98  0.0925
H  1.24  -1.61  1.07  0.0628
H  3.24  -0.70  1.80  0.1449
H  1.82  0.05  2.50  0.1270
S  -1.61  -1.22  1.48  0.6760
C  -1.44  -2.93  1.32  -1.0132
N  -2.19  -3.75  1.99  -0.0012
C  -2.10  -5.18  1.65  -0.1355
C  -0.77  -5.36  0.92  -0.3244
S  -0.36  -3.71  0.24  1.0127
H  -2.89  -3.41  2.65  0.1754
H  -2.95  -5.44  1.02  0.1454
H  -2.13  -5.77  2.56  0.1478
H  -0.84  -6.07  0.10  0.1031
H  0.04  -5.66  1.58  0.1005

total charge: +3
multiplicity: 2
energy relative to the best compared isomer or geometry (same formula, charge and spin): 0.0 kJ/mol
<S²>: 0.76
frontier orbital gap (spin up / spin down): 0.28389 / 0.27168 hartree

=====

# C4H6

A cluster of 2 separate species, C4H6 in total (ωB97M-V/def2-TZVPD, the OMol25 dataset).

Each line ends with the Löwdin charge.
CARTESIAN COORDINATES (ANGSTROEM)
C  -0.83  -1.37  -0.46  -0.0767
C  -0.54  -1.12  -1.57  -0.0513
H  -1.12  -1.43  0.62  0.0718
H  0.11  -0.85  -2.47  0.0759
C  0.78  0.46  1.03  -0.1496
C  -0.14  0.97  0.26  -0.1786
H  0.78  0.32  2.09  0.0332
H  1.90  0.55  0.68  0.0910
H  -1.26  1.16  0.55  0.1089
H  0.32  1.31  -0.72  0.0753

total charge: 0
energy relative to the best compared isomer or geometry (same formula, charge and spin): 324.8 kJ/mol
frontier orbital gap: 0.38205 hartree

=====

# C3H4BrFO

A cluster of 2 separate species, C3H4BrFO in total (ωB97M-V/def2-TZVPD, the OMol25 dataset).

Each line ends with the Löwdin charge.
CARTESIAN COORDINATES (ANGSTROEM)
C  0.47  -0.16  2.49  -0.2715
C  0.17  -0.05  -1.86  -0.2740
C  -0.93  -0.26  -0.84  -0.5141
O  1.14  -1.13  2.63  0.1162
F  0.77  1.03  3.15  0.0046
Br  -2.62  0.48  -1.32  0.5978
H  0.81  0.62  -1.16  0.1084
H  0.66  -0.92  -2.11  0.0201
H  -0.01  0.41  -2.96  0.1113
H  -0.46  -0.03  1.97  0.1013

total charge: 0
energy relative to the best compared isomer or geometry (same formula, charge and spin): 373.3 kJ/mol
frontier orbital gap: 0.30675 hartree

=====

# C3H5Br3CaO3Rb

A structure of composition C3H5Br3CaO3Rb (ωB97M-V/def2-TZVPD, the OMol25 dataset).

Each line ends with the Löwdin charge.
CARTESIAN COORDINATES (ANGSTROEM)
Rb  1.30  2.16  2.16  0.9263
Ca  3.13  -0.47  -0.23  1.6081
O  1.17  0.62  -0.19  -0.7112
H  0.41  0.78  -0.79  -0.0818
C  -0.31  -2.20  1.28  -0.0304
C  1.10  -2.42  1.61  -0.8183
O  1.87  -2.44  0.66  -0.1743
O  1.44  -2.72  2.80  -0.0254
H  -1.09  -2.80  1.74  0.0913
H  -0.51  -2.44  0.24  0.0794
H  -0.51  -1.13  1.26  0.0594
C  -1.43  2.55  -2.04  -1.4810
Br  -1.52  4.53  -1.74  0.5286
Br  -1.87  2.26  -3.95  0.5467
Br  -2.76  1.54  -0.95  0.5419
H  -0.42  2.16  -1.87  -0.0592

total charge: +1
frontier orbital gap: 0.19774 hartree

=====

# C54H53ClIN6O2P2S2Ti

A structure of composition C54H53ClIN6O2P2S2Ti (ωB97M-V/def2-TZVPD, the OMol25 dataset).

Each line ends with the Löwdin charge.
CARTESIAN COORDINATES (ANGSTROEM)
Ti  -0.65  0.56  0.55  0.2677
O  -3.02  -1.92  0.55  -0.0768
C  -2.97  -2.85  1.56  -0.2530
C  -4.04  -3.60  2.03  -0.0108
C  -3.83  -4.51  3.05  -0.0625
C  -2.58  -4.67  3.61  -0.0685
C  -1.52  -3.89  3.17  -0.0712
C  -1.71  -2.96  2.15  -0.2520
P  -0.37  -1.92  1.42  1.1083
C  0.26  -3.22  0.30  -0.3514
C  -0.10  -3.17  -1.05  -0.1318
C  0.30  -4.17  -1.92  -0.0718
C  1.05  -5.24  -1.46  -0.0796
C  1.37  -5.32  -0.11  -0.0784
C  0.98  -4.32  0.76  -0.0987
C  0.77  -1.89  2.86  -0.3793
C  2.14  -2.12  2.73  -0.1152
C  2.97  -2.06  3.84  -0.0680
C  2.46  -1.74  5.08  -0.0759
C  1.10  -1.47  5.21  -0.0729
C  0.27  -1.54  4.11  -0.1306
C  -4.12  -1.72  -0.23  -0.2678
C  -4.89  -2.74  -0.78  -0.0113
C  -6.00  -2.42  -1.53  -0.0534
C  -6.35  -1.09  -1.75  -0.0628
C  -5.53  -0.08  -1.28  -0.0568
C  -4.39  -0.39  -0.53  -0.2633
P  -3.09  0.86  -0.14  1.0901
C  -3.84  1.79  1.25  -0.3448
C  -4.57  1.08  2.20  -0.0956
C  -4.91  1.67  3.41  -0.0695
C  -4.50  2.97  3.70  -0.0747
C  -3.77  3.68  2.75  -0.0681
C  -3.44  3.10  1.54  -0.1151
C  -3.31  1.83  -1.68  -0.3886
C  -3.90  3.08  -1.79  -0.0872
C  -4.01  3.68  -3.04  -0.0715
C  -3.55  3.03  -4.17  -0.0731
C  -2.98  1.76  -4.07  -0.0595
C  -2.87  1.16  -2.83  -0.1367
H  -5.03  -3.48  1.61  0.1116
H  -4.66  -5.11  3.40  0.1117
H  -2.43  -5.39  4.40  0.1089
H  -0.55  -4.00  3.63  0.1100
H  -0.70  -2.35  -1.41  0.0388
H  0.05  -4.10  -2.97  0.1074
H  1.37  -6.01  -2.15  0.1048
H  1.92  -6.18  0.26  0.1064
H  1.24  -4.40  1.81  0.1030
H  2.55  -2.35  1.76  0.0272
H  4.03  -2.25  3.72  0.1110
H  3.11  -1.70  5.94  0.1079
H  0.70  -1.20  6.18  0.1082
H  -0.79  -1.33  4.23  0.1002
H  -4.60  -3.78  -0.63  0.1272
H  -6.60  -3.21  -1.97  0.1135
H  -7.24  -0.85  -2.31  0.1100
H  -5.76  0.95  -1.51  0.1155
H  -4.90  0.07  1.98  0.1088
H  -5.49  1.12  4.14  0.1115
H  -4.76  3.42  4.64  0.1091
H  -3.46  4.69  2.96  0.1116
H  -2.87  3.66  0.81  0.0934
H  -4.28  3.60  -0.92  0.0987
H  -4.48  4.65  -3.13  0.1080
H  -3.63  3.51  -5.14  0.1069
H  -2.63  1.25  -4.95  0.1111
H  -2.44  0.17  -2.73  0.0794
O  -1.40  0.75  2.72  -0.0909
H  -1.55  1.60  3.14  0.0783
H  -2.20  0.23  2.86  0.0673
Cl  0.10  0.09  -1.58  0.2369
I  4.63  1.90  3.64  0.8674
C  3.23  1.38  2.19  -0.7381
C  3.41  1.32  0.83  -0.1470
N  2.24  0.96  0.30  -0.0371
N  1.30  0.75  1.25  -0.1116
C  1.89  1.02  2.41  -0.1992
H  4.29  1.49  0.23  0.1245
H  2.03  0.64  -0.64  0.0084
H  1.39  0.91  3.35  0.1151
C  3.39  -0.86  -3.44  -0.1053
N  4.39  -1.84  -3.07  -0.2192
C  5.63  -1.69  -3.82  -0.0547
C  4.39  -2.37  -1.82  -0.7344
S  3.42  -1.77  -0.59  0.7662
N  5.21  -3.44  -1.61  -0.2131
C  5.54  -4.37  -2.68  -0.0542
C  5.42  -3.97  -0.28  -0.0889
H  3.27  -0.87  -4.52  0.0933
H  3.68  0.15  -3.13  0.0898
H  2.43  -1.09  -2.98  0.0236
H  5.86  -0.63  -3.92  0.0943
H  5.53  -2.11  -4.82  0.0958
H  6.46  -2.17  -3.31  0.0812
H  4.98  -4.13  -3.58  0.0878
H  5.26  -5.38  -2.37  0.0931
H  6.61  -4.36  -2.90  0.0930
H  5.34  -3.18  0.45  0.0482
H  6.42  -4.42  -0.24  0.0927
H  4.68  -4.74  -0.04  0.0876
S  0.70  6.89  -0.44  1.0070
C  0.24  5.20  -0.22  -0.5021
C  -0.17  4.38  -1.27  -0.0344
C  -0.52  3.07  -1.02  -0.1440
N  -0.51  2.51  0.22  -0.1115
C  -0.13  3.33  1.23  -0.1288
C  0.24  4.64  1.06  -0.0568
C  2.14  6.69  -1.48  -0.5097
C  2.04  6.58  -2.86  -0.0813
C  3.21  6.51  -3.59  -0.1344
N  4.42  6.55  -3.05  0.0659
C  4.51  6.65  -1.72  -0.1343
C  3.40  6.72  -0.89  -0.0774
H  -0.22  4.76  -2.28  0.1123
H  -0.82  2.43  -1.83  0.0529
H  -0.10  2.89  2.22  0.1020
H  0.53  5.24  1.91  0.1148
H  1.08  6.57  -3.35  0.1033
H  3.19  6.43  -4.68  0.1102
H  5.51  6.69  -1.31  0.1101
H  3.50  6.81  0.18  0.1051

total charge: +1
multiplicity: 3
energy relative to the best compared isomer or geometry (same formula, charge and spin): 88.1 kJ/mol
<S²>: 2.01
frontier orbital gap (spin up / spin down): 0.23315 / 0.27140 hartree

=====

# C16H19N2O3

The ion C16H19N2O3 with charge -1 (ωB97M-V/def2-TZVPD, the OMol25 dataset).

Each line ends with the Löwdin charge.
CARTESIAN COORDINATES (ANGSTROEM)
C  2.18  -0.56  1.07  -0.0820
N  1.46  0.04  -0.07  -0.0477
C  0.10  -0.23  -0.10  -0.1950
C  -0.41  -1.45  -0.66  -0.1451
C  0.51  -2.52  -1.30  -0.1412
C  1.13  -2.11  -2.65  -0.4298
C  0.00  -1.95  -3.65  -0.0952
C  2.11  -3.21  -3.14  -0.0910
C  -1.79  -1.77  -0.60  -0.0745
C  -2.66  -0.83  -0.12  -0.1000
C  -2.21  0.41  0.35  -0.0006
C  -0.83  0.72  0.43  -0.0455
C  -0.35  1.97  1.13  -0.1534
N  0.67  2.65  0.66  0.1104
O  0.82  3.80  1.53  -0.0157
C  -0.15  3.71  2.52  -0.2433
C  -0.38  4.71  3.58  0.0032
C  -0.86  2.62  2.29  -0.1101
C  -1.99  2.21  3.06  -0.7286
O  -3.13  2.62  2.71  -0.0589
O  -1.76  1.48  4.06  -0.0444
H  3.21  -0.81  0.76  0.0685
H  2.17  0.16  1.91  0.0834
H  1.71  -1.47  1.42  0.0731
H  1.61  1.05  -0.10  0.0778
H  -0.05  -3.46  -1.39  0.1120
H  1.33  -2.73  -0.60  0.1010
H  1.67  -1.17  -2.57  0.1247
H  -0.48  -2.91  -3.87  0.0746
H  -0.76  -1.25  -3.26  0.0790
H  0.36  -1.50  -4.62  0.0883
H  2.47  -2.96  -4.15  0.0720
H  1.58  -4.13  -3.28  0.0581
H  2.98  -3.38  -2.48  0.0808
H  -2.20  -2.72  -0.99  0.1143
H  -3.71  -1.10  -0.19  0.0973
H  -2.96  1.15  0.71  0.1189
H  0.28  5.55  3.49  0.0660
H  -1.40  5.13  3.56  0.1005
H  -0.27  4.21  4.55  0.0978

total charge: -1
frontier orbital gap: 0.26622 hartree

=====

| no. | maximum force (eV/A) |
| --- | --- |
| 1 | 0.83 |
| 2 | 5.82 |
| 3 | 4.37 |
| 4 | 6.61 |
| 5 | 2.86 |
| 6 | 4.01 |